(1)
{"formula": "C39H89BFNO19S", "method": "wB97M-V/def2-TZVPD", "largest_force_ev_per_a": 10.02, "homo_lumo_gap_ha": 0.281, "e_tot_ha": -3545.59839, "lumo_ev": -0.35, "homo_ev": -8.00, "elements": ["S", "F", "O", "O", "O", "O", "O", "O", "O", "O", "O", "O", "O", "O", "O", "O", "O", "O", "O", "O", "O", "N", "C", "C", "C", "C", "C", "C", "C", "C", "C", "C", "C", "C", "C", "C", "C", "C", "C", "C", "C", "C", "C", "C", "C", "C", "C", "C", "C", "C", "C", "C", "C", "C", "C", "C", "C", "C", "C", "C", "C", "B", "H", "H", "H", "H", "H", "H", "H", "H", "H", "H", "H", "H", "H", "H", "H", "H", "H", "H", "H", "H", "H", "H", "H", "H", "H", "H", "H", "H", "H", "H", "H", "H", "H", "H", "H", "H", "H", "H", "H", "H", "H", "H", "H", "H", "H", "H", "H", "H", "H", "H", "H", "H", "H", "H", "H", "H", "H", "H", "H", "H", "H", "H", "H", "H", "H", "H", "H", "H", "H", "H", "H", "H", "H", "H", "H", "H", "H", "H", "H", "H", "H", "H", "H", "H", "H", "H", "H", "H", "H"], "coordinates": [[4.01, -0.55, 1.93], [6.94, 5.16, -1.83], [5.73, -0.09, 5.14], [6.88, -3.20, 5.50], [7.56, 6.54, 0.05], [0.65, -2.77, -3.39], [0.31, -1.22, -5.47], [-6.81, -3.73, 1.10], [0.06, 0.13, -2.15], [7.20, -5.48, -0.44], [-9.44, 1.61, -10.20], [-5.39, -4.38, -2.62], [0.46, 1.15, 8.07], [2.08, 7.00, 5.20], [2.12, 2.95, 4.41], [-5.67, -0.78, 2.16], [-2.98, 0.98, -5.23], [2.89, -3.11, 5.49], [-6.38, 0.58, -7.49], [-6.17, -1.92, -4.03], [2.65, -2.02, -4.93], [1.68, 1.23, 0.36], [-5.86, 0.12, 3.24], [-3.73, 0.41, -1.99], [5.43, -3.51, 3.13], [2.70, -2.21, 6.57], [4.68, 4.33, 0.47], [-2.44, -0.59, -1.80], [-5.86, 1.67, -1.08], [-5.99, -1.00, -5.09], [2.00, 4.40, -0.59], [3.40, 7.44, 5.44], [-2.32, 2.18, -5.58], [5.94, 3.57, 1.23], [-7.32, -4.08, -0.17], [4.98, 5.90, 0.00], [-1.10, 0.16, -1.22], [-3.66, 1.80, 0.40], [-9.95, 1.25, -11.48], [3.00, 1.97, 0.63], [5.72, 2.02, 1.72], [6.54, 5.90, -0.60], [0.17, 2.30, 7.29], [5.54, 0.81, 6.21], [-4.51, 0.81, -0.60], [2.78, 4.15, 4.06], [3.05, -1.23, 0.43], [4.49, -3.69, 0.53], [2.50, -3.27, -1.48], [1.94, -0.16, -0.21], [3.23, 3.56, 0.17], [6.51, -6.72, -0.51], [8.20, -2.77, 5.74], [1.10, -0.75, -1.54], [4.29, 1.27, 1.42], [-4.28, -5.18, -2.98], [-2.90, -1.86, -0.81], [1.37, -2.25, -2.18], [4.22, -4.03, 2.11], [-6.78, 0.80, -8.83], [3.34, -2.73, -0.16], [1.20, -2.03, -4.58], [7.92, -5.59, 0.20], [-10.88, 1.79, -11.66], [-2.24, -1.10, -2.86], [-6.16, -0.43, 4.13], [4.20, 6.32, -0.76], [2.40, -2.77, 7.46], [-5.54, 1.05, -7.36], [4.89, -3.13, 4.11], [1.23, 1.03, 1.31], [-10.13, 0.17, -11.51], [-6.59, -3.82, -0.94], [-0.85, -0.36, -0.17], [5.58, -3.20, 0.45], [0.93, 3.96, -0.32], [-3.37, 1.35, -2.59], [-1.27, 1.31, -0.95], [5.97, -2.56, 2.67], [-7.73, 0.28, -9.00], [-6.02, 0.40, -9.50], [-5.44, 2.63, -1.65], [2.70, 2.21, 4.16], [-0.24, 3.08, 7.93], [-5.47, -0.12, -4.72], [3.73, 8.08, 4.62], [3.73, 4.21, 4.60], [4.88, -0.54, 4.99], [4.77, 1.54, 5.95], [8.25, -2.22, 6.69], [-6.96, -0.71, -5.49], [-6.41, 1.98, -0.09], [5.24, 0.26, 7.11], [2.04, -3.56, 5.34], [-6.52, -1.23, 2.01], [-2.88, -1.53, 0.31], [2.96, 4.16, 2.98], [-4.52, -0.16, -2.67], [-0.56, 2.03, 6.52], [3.45, 7.98, 6.38], [2.89, -1.04, -5.00], [-2.99, 2.55, -0.22], [-4.92, 0.65, 3.43], [6.55, 1.39, 2.26], [5.69, -6.63, -1.22], [-5.39, -1.47, -5.88], [3.24, -3.50, 2.46], [-2.93, 1.13, 1.03], [4.55, -4.71, -0.06], [-1.37, 2.25, -5.04], [-6.63, 0.85, 2.97], [-7.50, -5.16, -0.20], [1.09, 2.65, 6.80], [-2.40, 0.25, -5.48], [-4.36, 2.40, 1.16], [1.11, 1.42, 8.74], [-2.24, -2.81, -0.98], [1.98, 5.53, -0.20], [6.11, -6.98, 0.47], [-8.25, -3.55, -0.36], [8.53, -2.12, 4.92], [-2.95, 3.03, -5.31], [0.69, -0.29, -5.43], [4.11, -5.19, 2.33], [6.26, -4.31, 3.33], [-7.48, -3.98, 1.76], [3.64, -1.69, 6.77], [6.99, 4.05, 1.45], [-2.14, 2.19, -6.66], [-3.91, -4.87, -3.96], [6.48, 1.34, 6.41], [1.52, 7.80, 5.16], [-6.63, -2.69, -4.39], [-4.61, -6.23, -3.04], [1.93, -1.49, 6.31], [5.04, 6.52, 1.01], [-9.22, 1.52, -12.24], [7.20, -7.50, -0.85], [-5.07, -3.46, -2.57], [-4.91, -0.10, 0.02], [6.32, -2.40, 5.46], [2.11, 4.41, -1.76], [-4.02, -2.12, -1.08], [4.06, 6.56, 5.49], [2.72, -4.33, -1.95], [-6.92, 1.87, -9.00], [-3.50, -5.09, -2.23], [2.15, 4.99, 4.33], [-10.11, 1.35, -9.55], [-6.50, 0.98, -1.79], [8.86, -3.64, 5.80]]}

***

(2)
{"formula": "C39H93N11O9", "method": "wB97M-V/def2-TZVPD", "smiles": "CCN(CC)CC.CCN(CC)CC.CNC(C)=O.CNC(C)=O.CNC(C)=O.CNC(C)=O.CNC(C)=O.CNC(C)=O.CNC(C)=O.CNC(C)=O.CNC(C)=O", "de_lowest_kcal_mol": 69.8, "largest_force_ev_per_a": 3.66, "homo_lumo_gap_ha": 0.306, "e_tot_ha": -2821.25323, "lumo_ev": -0.21, "homo_ev": -8.53, "elements": ["O", "O", "O", "O", "O", "O", "O", "O", "O", "N", "N", "N", "N", "N", "N", "N", "N", "N", "N", "N", "C", "C", "C", "C", "C", "C", "C", "C", "C", "C", "C", "C", "C", "C", "C", "C", "C", "C", "C", "C", "C", "C", "C", "C", "C", "C", "C", "C", "C", "C", "C", "C", "C", "C", "C", "C", "C", "C", "C", "H", "H", "H", "H", "H", "H", "H", "H", "H", "H", "H", "H", "H", "H", "H", "H", "H", "H", "H", "H", "H", "H", "H", "H", "H", "H", "H", "H", "H", "H", "H", "H", "H", "H", "H", "H", "H", "H", "H", "H", "H", "H", "H", "H", "H", "H", "H", "H", "H", "H", "H", "H", "H", "H", "H", "H", "H", "H", "H", "H", "H", "H", "H", "H", "H", "H", "H", "H", "H", "H", "H", "H", "H", "H", "H", "H", "H", "H", "H", "H", "H", "H", "H", "H", "H", "H", "H", "H", "H", "H", "H", "H", "H"], "coordinates": [[2.76, 5.16, 10.60], [1.71, -5.22, 2.47], [-1.91, -8.56, -2.19], [-3.81, 5.45, -5.78], [-7.75, 0.93, 1.76], [0.74, 0.52, -0.42], [7.20, -1.40, -1.32], [3.41, -6.25, -6.95], [-2.23, -2.47, -5.83], [-2.37, -1.00, 8.56], [2.67, 6.27, -4.63], [2.15, -4.46, -6.95], [-8.51, -0.11, -0.07], [-2.45, -6.80, -1.17], [3.93, -5.24, 2.57], [-2.06, 5.65, -4.33], [1.39, -1.69, -0.32], [-4.00, -1.45, -4.89], [3.24, 4.03, 8.77], [6.90, -0.85, 0.79], [2.45, 4.85, 9.44], [-4.27, -3.77, -5.67], [2.32, -5.74, -6.77], [3.11, 7.48, -3.92], [1.76, -1.83, -1.72], [0.96, -0.51, 0.23], [-4.24, -7.99, -2.46], [-2.81, -7.79, -1.97], [0.10, -0.93, 9.28], [-1.29, -0.22, 9.22], [-9.95, 0.24, 0.18], [3.31, 6.26, -5.93], [2.25, 7.75, -2.65], [1.14, 5.32, 8.88], [6.85, -0.55, -0.53], [6.48, 0.85, -0.99], [2.90, 5.05, -3.82], [-7.54, 0.28, 0.74], [-3.41, -2.51, -5.48], [2.64, 3.75, -4.65], [-3.94, 0.88, 7.95], [6.50, -0.03, 1.93], [-3.74, -0.39, 8.71], [2.76, -4.69, 4.55], [-1.77, 6.11, -6.71], [4.19, -5.66, 1.18], [-2.91, -2.09, 6.36], [-1.99, -1.17, 7.18], [4.83, 6.08, -5.90], [3.27, 3.79, 7.36], [-2.66, 5.71, -5.55], [-6.17, -0.21, 0.41], [3.10, -3.50, -7.44], [-2.71, 5.35, -3.06], [2.75, -5.08, 3.09], [1.11, -6.56, -6.36], [-3.49, -0.14, -4.55], [0.63, -0.56, 1.69], [-3.21, -5.58, -0.95], [5.30, 6.97, -5.48], [-1.36, 7.09, -6.49], [1.35, -7.29, -5.58], [5.28, 6.04, -6.89], [-0.96, 5.41, -6.93], [-4.93, -1.63, -4.55], [3.79, -4.65, 4.91], [-3.73, 0.91, 6.88], [2.85, 5.56, -6.62], [2.17, -2.80, -1.99], [1.28, -4.06, -6.65], [1.28, -2.49, 0.29], [-4.91, -7.28, -1.99], [-4.53, -1.10, 8.43], [0.66, -0.78, 8.36], [-2.31, 4.39, -2.75], [0.72, -7.09, -7.23], [-8.29, -0.38, -1.02], [4.03, 3.08, 7.03], [-0.96, -1.54, 7.14], [-2.49, -2.14, 5.36], [1.36, 5.95, 8.02], [7.01, -0.38, 2.83], [2.55, -1.14, -2.02], [-3.64, 0.55, -5.38], [-2.72, -4.97, -0.19], [2.23, 5.04, -2.96], [4.15, 3.86, 9.18], [0.59, 4.44, 8.55], [3.11, 7.20, -6.43], [-1.53, -6.86, -0.77], [-4.56, -9.03, -2.37], [-10.58, -0.15, -0.62], [-2.42, 5.99, -2.23], [-1.97, -0.18, 6.73], [2.29, 6.90, -1.96], [-3.83, -0.22, 9.79], [-5.50, 0.65, 0.39], [3.92, 4.96, -3.46], [-1.58, -0.08, 10.26], [4.36, -6.74, 1.13], [-5.75, -0.88, 1.16], [-6.07, -0.67, -0.57], [-4.37, -7.81, -3.53], [-3.79, 5.41, -3.18], [2.16, -5.32, 5.21], [-2.37, 6.33, -7.59], [-3.42, -5.05, -1.88], [3.31, -5.50, 0.55], [2.55, 8.62, -2.06], [2.46, -2.70, -7.82], [2.44, -3.66, 4.65], [-10.37, -0.18, 1.09], [0.41, -1.56, 2.05], [1.65, 3.90, -5.08], [0.99, -1.59, -2.46], [-2.43, -0.16, -4.31], [0.34, -5.90, -5.97], [1.43, -0.13, 2.29], [-4.00, 0.36, -3.72], [-3.23, 1.65, 8.28], [2.36, 3.25, 7.14], [6.24, 0.77, -2.05], [-1.12, 0.77, 8.80], [4.16, 7.39, -3.66], [0.72, -0.53, 10.08], [-10.02, 1.33, 0.16], [7.16, -1.80, 1.01], [5.43, -0.08, 2.12], [2.97, 8.34, -4.57], [-2.88, -3.07, 6.83], [5.05, -5.18, 0.71], [-4.97, 1.23, 8.05], [0.58, 5.93, 9.59], [3.29, 4.73, 6.82], [-4.20, -5.88, -0.61], [4.63, -5.28, 3.30], [1.17, 7.85, -2.78], [3.41, 3.57, -5.40], [5.13, 5.15, -5.41], [6.80, 1.01, 1.75], [-0.28, 0.02, 1.88], [7.32, 1.54, -0.88], [-3.92, -1.69, 6.30], [3.75, -3.92, -8.21], [5.59, 1.25, -0.50], [0.00, -1.98, 9.53], [-3.70, -4.69, -5.52], [-4.95, -3.70, -4.83], [3.74, -3.22, -6.60], [-1.06, 5.80, -4.28], [-4.82, -3.75, -6.62], [2.66, 2.91, -3.94]]}

***

(3)
{"formula": "C39H93N2O21P3", "method": "wB97M-V/def2-TZVPD", "largest_force_ev_per_a": 19.73, "homo_lumo_gap_ha": 0.256, "e_tot_ha": -4253.51620, "lumo_ev": 0.44, "homo_ev": -6.53, "elements": ["P", "P", "P", "O", "O", "O", "O", "O", "O", "O", "O", "O", "O", "O", "O", "O", "O", "O", "O", "O", "O", "O", "O", "O", "N", "N", "C", "C", "C", "C", "C", "C", "C", "C", "C", "C", "C", "C", "C", "C", "C", "C", "C", "C", "C", "C", "C", "C", "C", "C", "C", "C", "C", "C", "C", "C", "C", "C", "C", "C", "C", "C", "C", "C", "C", "H", "H", "H", "H", "H", "H", "H", "H", "H", "H", "H", "H", "H", "H", "H", "H", "H", "H", "H", "H", "H", "H", "H", "H", "H", "H", "H", "H", "H", "H", "H", "H", "H", "H", "H", "H", "H", "H", "H", "H", "H", "H", "H", "H", "H", "H", "H", "H", "H", "H", "H", "H", "H", "H", "H", "H", "H", "H", "H", "H", "H", "H", "H", "H", "H", "H", "H", "H", "H", "H", "H", "H", "H", "H", "H", "H", "H", "H", "H", "H", "H", "H", "H", "H", "H", "H", "H", "H", "H", "H", "H", "H", "H"], "coordinates": [[0.84, -5.97, -1.02], [-0.21, -0.19, -0.34], [-0.85, 2.79, 3.85], [-0.01, -6.87, -2.07], [2.91, 4.26, -2.13], [-0.20, -5.59, 0.15], [0.91, -1.12, 0.03], [3.57, -1.84, -1.11], [4.17, -1.04, 0.92], [-1.65, -0.78, -0.07], [4.30, 0.06, -3.66], [2.22, -0.63, -3.01], [-0.27, 0.29, -1.85], [-0.90, 3.70, 5.05], [0.85, 5.12, -1.79], [5.61, -0.82, -0.77], [-0.11, 1.21, 0.45], [2.03, -6.66, -0.48], [0.98, -4.54, -1.86], [-1.04, 1.24, 4.20], [2.46, 1.49, -3.34], [-1.98, 3.02, 2.71], [0.57, 2.82, 3.00], [1.68, 5.43, -3.75], [-3.37, 2.09, -1.62], [-0.94, -2.16, 2.59], [-2.52, 4.34, 2.51], [1.36, -2.45, -0.63], [3.13, 2.59, -4.03], [0.31, -1.71, 1.85], [5.96, -0.79, -2.20], [-2.44, 2.23, -2.74], [2.50, -1.98, -3.03], [-0.86, -2.45, 4.89], [2.80, 5.49, -4.63], [0.91, 4.88, -0.41], [2.86, -1.26, 1.43], [3.14, 0.29, -3.31], [4.43, -1.32, -0.35], [1.71, -7.06, -3.77], [-3.70, 0.09, 1.02], [-4.75, 2.05, -2.03], [0.58, 2.21, -3.06], [1.78, 3.01, 3.72], [1.98, -3.59, -1.46], [0.99, 1.49, 1.22], [-5.13, 3.16, -2.95], [-1.07, -5.68, 2.20], [-2.35, 0.71, 4.46], [1.44, 2.92, 0.91], [-0.27, -6.48, 1.24], [-2.48, 0.97, -3.59], [-2.25, -0.75, 3.88], [0.92, 0.72, -2.54], [-3.18, 3.09, -0.65], [1.36, -0.95, 2.72], [-0.62, -3.16, 3.58], [-1.88, 3.23, 0.23], [-3.38, -2.53, 2.23], [-1.94, -2.53, 1.62], [-4.04, 4.28, 2.80], [2.67, 1.83, 3.27], [0.58, -7.78, -2.97], [-2.84, 0.04, -0.26], [1.87, 4.82, -2.53], [-2.28, -0.55, 2.81], [0.71, -6.78, 1.61], [-1.65, -3.52, 1.28], [1.60, -1.46, -1.03], [3.90, 3.09, -3.44], [-3.39, 4.05, -1.11], [6.16, -1.80, -2.57], [0.69, -2.65, 1.46], [-0.58, -3.05, 5.75], [0.36, -3.62, 3.52], [-0.88, -7.37, 1.09], [1.03, 0.03, 3.06], [2.10, 3.23, 1.72], [-4.59, 0.66, 0.76], [1.13, 2.52, -3.95], [-0.61, -4.73, 2.46], [-4.40, 4.42, 3.82], [-4.48, 3.18, -3.82], [-0.23, -8.26, -3.52], [2.16, -7.78, -4.46], [1.84, 0.81, 1.26], [2.93, 1.90, 2.21], [-2.29, 0.73, 5.54], [1.30, 5.72, 0.16], [-3.47, -3.18, 3.10], [2.24, 3.94, 3.39], [-1.88, -1.90, 0.73], [1.80, -2.47, 0.37], [1.10, -8.53, -2.39], [1.34, -6.28, -4.45], [-0.06, 4.60, -0.01], [-1.23, -6.13, 3.18], [1.56, -1.43, 3.68], [1.91, 3.00, -0.06], [0.64, 2.93, -2.24], [-4.51, 5.08, 2.22], [5.26, -0.20, -2.80], [1.62, 3.02, 4.80], [-4.00, -0.89, 1.41], [2.23, -0.81, 2.08], [-4.12, -2.92, 1.53], [-2.60, 1.06, -0.56], [-3.73, -1.53, 2.45], [-2.30, 4.85, 1.57], [-1.56, 0.93, -4.18], [2.21, -2.39, -2.06], [3.27, 4.50, -4.68], [2.52, -3.28, -2.35], [-1.37, -1.35, 4.06], [2.08, 0.93, 3.43], [-1.23, -4.07, 3.56], [-4.00, 2.87, 0.04], [-3.32, 1.04, -4.28], [2.04, -0.77, 0.90], [-0.04, -1.09, 1.02], [-5.42, 1.98, -1.17], [-3.07, 0.72, 1.65], [-3.50, -0.40, -1.01], [3.50, 6.28, -4.36], [-1.46, 2.24, -2.27], [2.78, -0.89, 2.45], [2.49, 3.47, -4.17], [1.36, 3.94, -0.08], [3.60, 1.74, 3.83], [2.72, -4.21, -0.95], [-0.19, -1.60, 4.98], [-2.54, 3.24, -3.14], [-0.97, 3.20, -0.37], [3.58, -2.16, -3.04], [-4.28, 3.27, 2.48], [0.59, 3.60, 1.05], [0.34, -2.63, -0.30], [-3.18, 1.37, 4.21], [2.53, -6.69, -3.16], [-5.08, 4.14, -2.47], [-1.87, -2.06, 4.91], [-6.17, 3.24, -3.28], [6.88, -0.22, -2.32], [2.55, 5.43, -5.69], [-1.84, 4.14, 0.83], [0.98, 0.06, -3.40], [0.64, 1.46, 2.25], [-2.59, 0.01, -3.08], [3.46, 2.31, -5.03], [2.06, -2.64, -3.78], [-5.06, 1.16, -2.58], [-1.72, 2.43, 0.95], [-2.09, -5.53, 1.84], [1.85, 0.75, -1.98], [-0.48, 2.03, -3.24], [-3.08, -1.46, 3.83], [2.61, -2.31, 1.58], [-2.00, 4.95, 3.24]]}